{"formula": "C22H21Cl2N2", "method": "ωB97M-V with the def2-TZVPD basis set", "elements": ["Cl", "C", "C", "C", "C", "C", "C", "C", "C", "C", "Cl", "C", "C", "C", "C", "H", "H", "H", "H", "H", "H", "H", "H", "H", "C", "C", "C", "N", "C", "C", "C", "N", "C", "C", "C", "H", "H", "H", "H", "H", "H", "H", "H", "H", "H", "H", "H"], "xyz": [[-5.3045, 4.0568, 2.2215], [-3.8647, 3.1794, 1.9444], [-3.8056, 1.8208, 2.2882], [-2.6009, 1.1301, 2.1191], [-1.4680, 1.7821, 1.6174], [-0.1515, 1.0025, 1.6787], [1.1293, 1.8328, 1.8618], [2.3779, 1.2765, 1.5775], [3.5489, 2.0267, 1.7527], [3.4577, 3.3518, 2.2089], [4.8713, 4.3084, 2.3377], [2.2115, 3.9013, 2.5450], [1.0692, 3.1063, 2.4368], [-1.5845, 3.0940, 1.1460], [-2.7644, 3.8197, 1.3604], [-4.6765, 1.3180, 2.7053], [-2.5407, 0.0743, 2.3988], [-0.2240, 0.4267, 2.6155], [2.4694, 0.2623, 1.1944], [4.5190, 1.6010, 1.5145], [2.1335, 4.9319, 2.8757], [0.1093, 3.5071, 2.7590], [-0.7464, 3.5821, 0.6445], [-2.8168, 4.8710, 1.0871], [0.2551, -3.9616, -4.4202], [0.4762, -5.0155, -3.3208], [0.6191, -4.2423, -1.9993], [0.2469, -2.8754, -2.3066], [0.1499, -1.9078, -1.3616], [0.5715, -2.1657, -0.0390], [0.4772, -1.1773, 0.9035], [-0.0680, 0.0429, 0.6228], [-0.4791, 0.3146, -0.6513], [-0.3644, -0.6205, -1.6566], [-0.0534, -2.6370, -3.7030], [1.1594, -3.8266, -5.0222], [-0.5672, -4.2367, -5.0839], [-0.3939, -5.6786, -3.2565], [1.3642, -5.6273, -3.5019], [-0.0256, -4.6726, -1.2145], [1.6592, -4.3082, -1.6345], [0.9853, -3.1313, 0.2481], [0.8069, -1.3116, 1.9328], [-0.9135, 1.3017, -0.8244], [-0.6968, -0.3614, -2.6632], [0.5569, -1.8124, -4.1113], [-1.1140, -2.3529, -3.8273]], "e_above_lowest_ev": 0.000, "charge": 1, "multiplicity": 1, "smiles": "Clc1ccc(C(c2ccc(Cl)cc2)[n+]2ccc(N3CCCC3)cc2)cc1", "e_tot_ev": -51174.5656}

{"formula": "C22H21Cl2NO3SiTc", "method": "ωB97M-V with the def2-TZVPD basis set", "elements": ["Tc", "C", "Si", "C", "C", "N", "C", "C", "C", "C", "C", "C", "O", "C", "C", "C", "C", "C", "C", "H", "H", "H", "H", "H", "H", "H", "H", "H", "H", "H", "H", "H", "H", "H", "H", "H", "H", "Cl", "C", "C", "C", "Cl", "C", "O", "C", "C", "O", "C", "H", "H", "H"], "xyz": [[-0.4591, -0.5327, 0.1585], [1.5197, -3.0909, -2.9788], [1.9770, -2.0343, -1.4634], [3.7165, -1.2526, -1.4509], [1.6325, -2.9280, 0.1842], [0.7253, -0.6731, -1.3834], [0.7878, 0.3481, -2.2795], [1.5694, 0.4294, -3.4409], [1.4839, 1.5330, -4.2632], [0.6244, 2.5880, -3.9734], [-0.1576, 2.5583, -2.8280], [-0.0437, 1.4623, -1.9939], [-0.6408, 1.3384, -0.7602], [-1.6915, 2.2133, -0.4344], [-1.5449, 3.0592, 0.6574], [-2.5782, 3.9281, 0.9650], [-3.7436, 3.9283, 0.2128], [-3.8888, 3.0530, -0.8540], [-2.8651, 2.1825, -1.1830], [2.1817, -3.9520, -3.0235], [1.6205, -2.5599, -3.9214], [0.4998, -3.4644, -2.9203], [4.4600, -2.0339, -1.3112], [3.8408, -0.5391, -0.6387], [3.9722, -0.7412, -2.3745], [2.3002, -3.7763, 0.2950], [0.6226, -3.3287, 0.2316], [1.8006, -2.2846, 1.0478], [2.2281, -0.3761, -3.7030], [2.0997, 1.5774, -5.1474], [0.5738, 3.4332, -4.6391], [-0.8182, 3.3784, -2.5875], [-0.6252, 3.0538, 1.2235], [-2.4685, 4.6127, 1.7895], [-4.5386, 4.6149, 0.4566], [-4.7981, 3.0501, -1.4331], [-2.9592, 1.4987, -2.0159], [-0.7745, -2.4029, 7.2085], [-0.4715, -1.7973, 5.6445], [0.5528, -0.8585, 5.4381], [0.7378, -0.2815, 4.1998], [1.9893, 0.8461, 3.9391], [-0.0993, -0.6293, 3.0874], [-0.0195, 0.0215, 1.9854], [-1.0171, -1.7211, 3.2824], [-1.6341, -2.3371, 2.1571], [-1.3528, -2.0956, 0.9596], [-1.2227, -2.2484, 4.5671], [1.2043, -0.6011, 6.2600], [-2.3723, -3.1208, 2.3502], [-1.9357, -3.0473, 4.7013]], "charge": 2, "multiplicity": 2, "e_tot_ev": -65891.9050}

{"formula": "C22H21F3O3", "method": "ωB97M-V with the def2-TZVPD basis set", "elements": ["C", "C", "O", "C", "C", "C", "O", "C", "C", "C", "C", "O", "H", "H", "H", "H", "H", "H", "H", "H", "H", "H", "H", "H", "H", "F", "C", "C", "C", "F", "C", "C", "C", "C", "C", "C", "C", "C", "F", "C", "C", "H", "H", "H", "H", "H", "H", "H", "H"], "xyz": [[3.5343, -1.3716, 2.8486], [2.6746, -0.2153, 2.4184], [1.3616, -0.7332, 2.1144], [0.4915, 0.2438, 1.7540], [-0.8652, -0.3219, 1.4931], [-1.9743, 0.6109, 1.6963], [-1.9534, 1.8000, 1.3834], [-3.3048, 0.1261, 2.3251], [-3.3202, -1.2860, 2.8701], [-2.4786, -2.2271, 2.0074], [-1.0268, -1.7358, 1.9244], [0.8340, 1.4110, 1.6738], [4.5385, -1.0084, 3.0743], [3.1370, -1.8469, 3.7504], [3.6150, -2.1276, 2.0622], [2.5911, 0.5309, 3.2190], [3.0802, 0.2655, 1.5191], [-3.5776, 0.8349, 3.1191], [-4.0755, 0.2379, 1.5465], [-2.9413, -1.2822, 3.9008], [-4.3548, -1.6452, 2.9207], [-2.4957, -3.2325, 2.4462], [-2.9008, -2.3009, 0.9967], [-0.4552, -2.3906, 1.2485], [-0.5876, -1.8670, 2.9315], [1.9217, 4.0093, -4.0807], [1.2374, 3.6443, -2.9399], [0.6882, 4.6620, -2.1631], [0.0154, 4.2489, -1.0100], [-0.4813, 5.2139, -0.1666], [-0.1614, 2.9239, -0.6809], [0.3237, 1.8807, -1.5207], [-0.0345, 0.5358, -1.2141], [0.1660, -0.5508, -2.1278], [0.3263, -1.8813, -1.6441], [0.5391, -2.9485, -2.5066], [0.6336, -2.7576, -3.8935], [0.4681, -1.4601, -4.3709], [0.5812, -1.2500, -5.7268], [0.2029, -0.3769, -3.5476], [1.1280, 2.2950, -2.6315], [0.7913, 5.7102, -2.4217], [-0.6945, 2.6508, 0.2190], [-0.6416, 0.3827, -0.3271], [0.3145, -2.0277, -0.5624], [0.6427, -3.9542, -2.1002], [0.8247, -3.5804, -4.5779], [0.0308, 0.6000, -3.9931], [1.6316, 1.5615, -3.2562]], "e_above_lowest_ev": 0.000, "multiplicity": 1, "e_tot_ev": -37446.4988}

{"formula": "C22H21FN4O", "method": "ωB97M-V with the def2-TZVPD basis set", "elements": ["O", "F", "N", "N", "C", "C", "C", "C", "C", "C", "C", "C", "C", "C", "C", "C", "C", "C", "C", "N", "N", "C", "C", "C", "C", "C", "C", "C", "H", "H", "H", "H", "H", "H", "H", "H", "H", "H", "H", "H", "H", "H", "H", "H", "H", "H", "H", "H", "H"], "xyz": [[-1.6286, 1.9541, -2.8800], [-7.6720, -0.6932, -3.3467], [1.9750, -2.4538, 2.9669], [4.1230, -1.9881, 3.7965], [-1.2521, 0.8329, -2.6295], [3.1720, -2.8317, 3.4544], [-5.5120, -1.6158, -3.0909], [-5.8431, 0.7758, -2.8491], [-4.1531, -1.4386, -2.8904], [-4.4585, 0.9777, -2.6107], [4.6654, 1.5440, 3.9975], [3.4677, 2.0540, 3.4932], [-6.3682, -0.5275, -3.0994], [-3.6152, -0.1634, -2.6850], [4.8903, 0.1602, 4.1058], [1.7985, -1.1588, 2.7736], [2.4755, 1.1887, 3.0791], [3.8930, -0.6821, 3.6816], [2.7040, -0.1867, 3.1824], [-2.2067, -0.1804, -2.4887], [0.5759, -0.8352, 2.2296], [-0.0968, -1.2527, -0.2467], [-0.2049, 0.8056, 0.4108], [1.7282, -0.0495, -0.0633], [0.5549, -0.3868, 0.8507], [1.1477, 1.7951, -2.5882], [0.3822, 0.0926, -0.7854], [0.2412, 0.5368, -2.2548], [3.3563, -3.9007, 3.6138], [-5.9302, -2.5952, -3.2024], [-6.5191, 1.6092, -2.8329], [-3.5132, -2.3235, -2.9347], [-4.0349, 1.9625, -2.4497], [5.4608, 2.2052, 4.2949], [3.3261, 3.1416, 3.4161], [5.7710, -0.2753, 4.5379], [1.5453, 1.5465, 2.6807], [-1.8272, -1.0973, -2.3322], [-0.0445, -1.6075, 2.4413], [0.5069, -2.1369, -0.5691], [-1.1740, -1.4868, -0.2371], [0.2154, 1.7922, 0.6659], [-1.2921, 0.8356, 0.4253], [2.4627, -0.8305, -0.3907], [2.2585, 0.8571, 0.2473], [2.1420, 1.6597, -2.1817], [1.1889, 1.9427, -3.6732], [0.7617, 2.7231, -2.1494], [0.5561, -0.2951, -2.8836]], "e_above_lowest_ev": 1.166, "multiplicity": 1, "e_tot_ev": -33878.4762}

{"formula": "C22H21N2O11PS2", "method": "ωB97M-V with the def2-TZVPD basis set", "elements": ["C", "C", "S", "C", "C", "C", "P", "O", "O", "O", "C", "C", "C", "C", "N", "S", "N", "C", "H", "H", "H", "H", "H", "H", "H", "H", "H", "H", "H", "H", "H", "C", "C", "C", "O", "C", "C", "C", "O", "O", "O", "H", "H", "H", "H", "C", "C", "C", "O", "C", "C", "C", "O", "O", "O", "H", "H", "H", "H"], "xyz": [[-2.7184, 1.3723, -2.8359], [-2.0020, 0.3200, -1.9994], [-0.9469, 1.1635, -0.7965], [-0.3547, -0.1619, 0.3434], [-0.6936, -1.5314, -0.1598], [-0.0626, -2.1933, -1.1838], [1.3351, -1.4411, -2.0412], [0.9443, -0.9091, -3.3563], [1.9783, -0.3515, -1.0965], [2.4817, -2.5535, -2.1511], [-0.5639, -3.4748, -1.6669], [0.0110, -4.1975, -2.8667], [-1.6364, -4.0636, -1.0788], [-2.2910, -3.4294, -0.0063], [-3.3678, -3.8520, 0.6677], [-3.6980, -2.7208, 1.7433], [-2.5476, -1.6605, 1.4429], [-1.8166, -2.1660, 0.4365], [-2.0470, 1.8479, -3.5471], [-3.2172, 2.1194, -2.2227], [-3.4888, 0.8669, -3.4193], [-2.7376, -0.3139, -1.5066], [-1.3917, -0.3001, -2.6531], [-0.8658, 0.0065, 1.2837], [0.7065, -0.0317, 0.5051], [1.9867, 0.4838, -1.6054], [2.4031, -3.2266, -1.4645], [0.8441, -3.6911, -3.3286], [0.2802, -5.2205, -2.6119], [-0.7646, -4.2556, -3.6306], [-2.0133, -5.0096, -1.4420], [-1.3833, -2.1212, 6.6205], [-1.2127, -1.8200, 5.3255], [-0.4260, -0.6098, 4.8816], [-0.3008, -0.4381, 3.6836], [0.1334, 0.2635, 5.8942], [-0.0438, -0.0352, 7.1884], [-0.8068, -1.2589, 7.6323], [-0.8953, -1.4494, 8.8311], [0.4291, 0.6993, 8.1836], [-1.7078, -2.5497, 4.3360], [-1.9406, -2.9874, 6.9479], [0.6831, 1.1345, 5.5670], [0.1576, 0.2475, 9.0066], [-1.4506, -2.0977, 3.5043], [1.3298, 4.8085, -4.0016], [1.2566, 3.7286, -3.2081], [2.4406, 3.2617, -2.3924], [2.2641, 2.2769, -1.6949], [3.6850, 3.9871, -2.4782], [3.7543, 5.0645, -3.2743], [2.5709, 5.5474, -4.0807], [2.7417, 6.5451, -4.7570], [4.8450, 5.7940, -3.4269], [0.1611, 3.0031, -3.0711], [0.4921, 5.1558, -4.5890], [4.5252, 3.6339, -1.8975], [4.6080, 6.5063, -4.0541], [0.3450, 2.2852, -2.4283]], "multiplicity": 1, "e_tot_ev": -79618.7684}